# 1
{"formula": "C20H39N3O2PS", "method": "the ωB97M-V functional and the def2-TZVPD basis", "symbols": ["C", "C", "P", "C", "C", "C", "N", "C", "C", "C", "C", "C", "N", "C", "C", "C", "O", "S", "C", "C", "C", "C", "C", "N", "C", "C", "O", "H", "H", "H", "H", "H", "H", "H", "H", "H", "H", "H", "H", "H", "H", "H", "H", "H", "H", "H", "H", "H", "H", "H", "H", "H", "H", "H", "H", "H", "H", "H", "H", "H", "H", "H", "H", "H", "H", "H"], "positions_angstrom": [[4.98, 0.20, 3.72], [4.76, -0.18, 2.24], [3.00, 0.07, 1.75], [2.37, -1.60, 1.31], [2.54, -2.54, 2.51], [3.10, 1.00, 0.08], [2.74, 0.08, -1.01], [1.71, 0.32, -1.76], [1.20, -0.61, -2.79], [-0.29, -0.95, -2.57], [-0.63, -2.39, -2.91], [-2.11, -2.73, -2.63], [-2.29, -3.36, -1.32], [-2.58, -2.41, -0.24], [-3.28, -4.40, -1.42], [-4.74, -4.03, -1.39], [-2.93, -5.53, -1.59], [0.97, 1.81, -1.44], [2.07, 2.18, -0.02], [1.32, 2.62, 1.24], [0.09, 1.79, 1.67], [-1.16, 2.63, 1.96], [-1.68, 3.42, 0.76], [-3.14, 3.33, 0.69], [-3.84, 3.97, -0.34], [-3.06, 4.84, -1.29], [-5.03, 3.81, -0.44], [5.68, -0.48, 4.20], [5.35, 1.22, 3.80], [4.04, 0.16, 4.27], [5.41, 0.42, 1.59], [5.03, -1.23, 2.09], [1.31, -1.48, 1.08], [2.83, -2.07, 0.43], [2.06, -2.15, 3.40], [3.59, -2.72, 2.72], [2.10, -3.51, 2.26], [4.11, 1.37, -0.10], [3.28, -0.78, -1.11], [1.36, -0.15, -3.77], [1.80, -1.52, -2.77], [-0.92, -0.24, -3.12], [-0.53, -0.79, -1.51], [-0.38, -2.63, -3.95], [-0.04, -3.05, -2.26], [-2.48, -3.39, -3.42], [-2.71, -1.81, -2.70], [-1.67, -2.21, 0.34], [-2.97, -1.45, -0.61], [-3.30, -2.82, 0.46], [-5.14, -4.11, -2.40], [-5.26, -4.76, -0.77], [-4.94, -3.03, -1.01], [2.63, 3.06, -0.36], [2.04, 2.68, 2.05], [1.00, 3.65, 1.04], [0.36, 1.25, 2.58], [-0.15, 1.02, 0.93], [-0.99, 3.27, 2.83], [-1.95, 1.93, 2.26], [-1.22, 3.01, -0.15], [-1.40, 4.47, 0.84], [-3.41, 2.35, 0.69], [-3.75, 5.23, -2.04], [-2.28, 4.25, -1.78], [-2.57, 5.66, -0.77]], "mulliken_charge": [-1.2103, -0.4326, -0.0515, -0.1163, -1.3716, -0.6481, -0.1858, 0.2925, -0.8367, -0.1668, -0.9516, -0.7780, 0.0778, -1.0708, 0.4251, -1.0224, -0.5359, -0.1038, 0.0617, -1.4084, 0.0787, -1.4152, -0.0553, -0.2663, 0.5775, -0.9172, -0.5782, 0.3429, 0.3410, 0.3151, 0.3861, 0.4424, 0.0379, 0.3330, 0.3738, 0.3097, 0.4209, 0.5160, 0.4177, 0.3740, 0.4325, 0.4081, 0.0930, 0.3750, 0.4065, 0.5079, 0.4065, 0.0514, 0.4296, 0.4664, 0.3096, 0.3175, 0.3593, 0.7133, 0.4631, 0.5522, 0.4395, 0.0121, 0.3199, 0.5009, 0.0436, 0.3171, 0.2398, 0.3211, 0.1988, 0.3142], "energy_ev": -50055.538, "charge": 1}

# 2
{"formula": "C20H39N4O4S4SbSc", "method": "the ωB97M-V functional and the def2-TZVPD basis", "symbols": ["Sc", "C", "C", "C", "C", "C", "C", "N", "C", "C", "N", "C", "C", "O", "O", "C", "C", "C", "C", "C", "C", "N", "C", "C", "N", "C", "C", "O", "O", "H", "H", "H", "H", "H", "H", "H", "H", "H", "H", "H", "H", "H", "H", "H", "H", "H", "H", "H", "H", "H", "H", "H", "H", "H", "H", "H", "H", "H", "H", "H", "H", "H", "H", "H", "H", "H", "H", "H", "S", "Sb", "S", "S", "S"], "positions_angstrom": [[0.45, -1.65, -0.01], [3.30, 1.22, -0.14], [2.34, 1.38, -1.31], [1.55, 2.71, -1.25], [0.86, 3.35, -0.02], [0.37, 4.73, -0.48], [1.76, 3.51, 1.21], [-0.34, 2.54, 0.39], [-1.07, 2.97, 1.62], [-2.42, 2.27, 1.72], [-2.31, 0.84, 1.50], [-1.58, 0.17, 2.57], [-0.07, 0.34, 2.43], [0.63, 0.66, 3.37], [0.38, 0.18, 1.20], [-3.58, 0.19, 1.09], [-4.35, -0.43, 2.26], [-3.35, -0.85, -0.01], [-2.81, -0.34, -1.35], [-3.08, -1.40, -2.42], [-3.54, 0.95, -1.76], [-1.34, -0.10, -1.21], [-0.77, 0.65, -2.34], [0.65, 0.24, -2.72], [1.61, 0.11, -1.62], [2.67, -0.87, -2.01], [3.30, -1.59, -0.81], [4.48, -1.86, -0.83], [2.45, -1.85, 0.12], [3.76, 2.18, 0.09], [4.11, 0.54, -0.39], [2.80, 0.83, 0.75], [2.96, 1.56, -2.20], [0.84, 2.75, -2.08], [2.31, 3.45, -1.50], [1.22, 5.33, -0.80], [-0.13, 5.28, 0.33], [-0.33, 4.64, -1.32], [2.71, 3.93, 0.91], [1.94, 2.55, 1.71], [1.31, 4.19, 1.93], [-1.00, 2.50, -0.39], [-0.02, 1.53, 0.58], [-1.23, 4.05, 1.59], [-0.44, 2.74, 2.47], [-3.09, 2.68, 0.96], [-2.85, 2.53, 2.70], [-1.75, -0.91, 2.50], [-1.88, 0.52, 3.57], [-4.20, 0.99, 0.69], [-3.87, -1.35, 2.61], [-5.35, -0.70, 1.92], [-4.44, 0.26, 3.10], [-4.31, -1.35, -0.20], [-2.70, -1.65, 0.36], [-4.15, -1.47, -2.60], [-2.73, -2.38, -2.09], [-2.59, -1.16, -3.37], [-4.62, 0.82, -1.66], [-3.34, 1.21, -2.80], [-3.25, 1.81, -1.14], [-1.26, 0.42, -0.35], [-0.86, 1.73, -2.19], [-1.36, 0.44, -3.22], [1.03, 0.92, -3.50], [0.55, -0.75, -3.17], [3.44, -0.39, -2.62], [2.21, -1.66, -2.60], [0.09, -6.49, 0.08], [-1.08, -4.59, -0.20], [-0.02, -3.19, -1.88], [-0.61, -3.06, 1.63], [-3.34, -4.57, -0.52]], "mulliken_charge": [0.5796, -2.1167, -0.0479, -2.2828, 2.5032, -1.8337, -2.0369, 1.1270, -0.5657, -1.5779, 1.6139, -0.6104, 0.2952, -0.7303, 0.8404, -0.2165, -1.8239, -0.5061, 1.4436, -1.4685, -1.9461, 1.8885, -0.5806, -2.5849, 1.2788, -0.6073, 0.3581, -0.7488, -0.5329, 0.4789, 0.5766, 0.2234, 0.7891, 0.3659, 0.6367, 0.4861, 0.4293, 0.4206, 0.4262, 0.3487, 0.4412, 0.3926, -2.1662, 0.5618, 0.5315, 0.4505, 0.2335, -0.0022, 0.3024, 0.4631, 0.3022, 0.4788, 0.3946, 0.7171, -0.7186, 0.5073, 0.0195, 0.3560, 0.3917, 0.4511, 0.2985, -0.5967, 0.5791, 0.7394, 0.1157, 0.8518, 0.2220, 0.6605, -0.6893, 0.6340, -0.6579, -0.8874, -0.6697], "energy_ev": -106111.423, "charge": -1}

# 3
{"formula": "C20H39N4O6P", "method": "the ωB97M-V functional and the def2-TZVPD basis", "symbols": ["C", "C", "C", "C", "C", "C", "C", "C", "C", "N", "C", "O", "C", "N", "C", "O", "P", "O", "O", "H", "H", "H", "H", "H", "H", "H", "H", "H", "H", "H", "H", "H", "H", "H", "H", "H", "C", "C", "C", "O", "C", "N", "H", "H", "H", "H", "H", "H", "H", "H", "H", "H", "H", "C", "C", "C", "O", "C", "N", "H", "H", "H", "H", "H", "H", "H", "H", "H", "H", "H"], "positions_angstrom": [[2.95, 5.57, 1.87], [2.49, 4.07, 2.06], [3.09, 3.71, 3.43], [3.26, 2.23, 3.76], [3.72, 1.25, 2.91], [3.86, -0.04, 3.35], [3.56, -0.40, 4.63], [3.10, 0.57, 5.50], [2.96, 1.85, 5.05], [2.93, 3.39, 0.86], [2.05, 3.39, -0.19], [2.17, 2.88, -1.29], [0.83, 4.14, 0.38], [-0.48, 3.78, -0.21], [0.96, 3.96, 1.90], [0.53, 2.59, 2.07], [0.00, 5.15, 2.97], [-0.20, 4.28, 4.34], [-1.48, 5.20, 2.24], [2.41, 6.09, 1.08], [2.75, 6.08, 2.82], [4.03, 5.57, 1.75], [2.44, 4.12, 4.20], [4.05, 4.23, 3.54], [4.00, 1.48, 1.89], [4.24, -0.81, 2.70], [3.69, -1.41, 5.01], [2.87, 0.35, 6.53], [2.63, 2.61, 5.75], [3.91, 3.20, 0.70], [0.97, 5.17, 0.02], [-0.34, 3.76, -1.22], [-1.06, 4.61, -0.07], [-0.44, 2.60, 1.99], [-0.16, 3.32, 4.15], [-2.03, 4.44, 2.49], [0.87, 0.16, -1.58], [1.37, -1.28, -1.70], [0.48, -2.17, -2.58], [-0.73, -2.59, -1.98], [-1.76, -1.62, -2.00], [1.54, -1.84, -0.36], [0.03, 0.25, -0.88], [1.66, 0.80, -1.21], [0.55, 0.55, -2.55], [2.35, -1.24, -2.18], [1.04, -3.10, -2.79], [0.29, -1.70, -3.56], [-1.74, -1.01, -2.90], [-1.70, -0.99, -1.11], [-2.72, -2.15, -1.96], [1.98, -2.75, -0.43], [0.61, -2.04, 0.01], [-4.07, -4.10, -4.53], [-5.23, -5.02, -4.16], [-5.27, -5.41, -2.67], [-4.31, -6.38, -2.30], [-3.00, -5.87, -2.10], [-5.20, -6.20, -5.03], [-3.13, -4.64, -4.61], [-4.25, -3.63, -5.49], [-3.94, -3.31, -3.78], [-6.16, -4.47, -4.37], [-6.24, -5.87, -2.47], [-5.20, -4.52, -2.03], [-3.01, -4.86, -1.67], [-2.44, -5.87, -3.03], [-2.48, -6.54, -1.41], [-6.04, -6.75, -4.87], [-4.44, -6.80, -4.71]], "mulliken_charge": [-1.6516, 0.8963, -1.3727, 0.7223, 0.0181, -0.8573, -0.4240, -0.7290, -0.4402, -0.0850, -0.1074, -0.7274, -0.3807, -0.6730, 0.5579, -0.6180, 0.0211, -0.4461, -0.4575, 0.3324, 0.4480, 0.4928, 0.4894, 0.4878, 0.2440, 0.3759, 0.3848, 0.3893, 0.3425, 0.4330, 0.4151, 0.3192, 0.3212, 0.5405, 0.4206, 0.3226, -1.0857, 0.3419, -0.7648, -0.3257, -0.6661, -0.6758, 0.1908, 0.1445, 0.3306, 0.3992, 0.3451, 0.4232, 0.3163, 0.2657, 0.1754, 0.2715, 0.2897, -1.3057, 0.3732, -0.6782, -0.4276, -0.5643, -0.7387, 0.2712, 0.3904, 0.2485, 0.3894, 0.3644, 0.3617, 0.2088, 0.2072, 0.3332, 0.2719, 0.3136], "smiles": "C[C@]1(Cc2ccccc2)NC(=O)[C@@H](N)[C@]1(O)P(O)O.COC[C@@H](C)N.COC[C@@H](C)N", "energy_ev": -48906.674, "charge": 0}

# 4
{"formula": "C20H39NO2P2PdS3", "method": "the ωB97M-V functional and the def2-TZVPD basis", "symbols": ["Pd", "S", "C", "C", "C", "C", "C", "N", "H", "H", "H", "H", "C", "C", "C", "P", "C", "C", "C", "C", "C", "C", "H", "H", "H", "H", "H", "H", "H", "H", "H", "H", "H", "H", "H", "H", "H", "H", "H", "H", "H", "H", "H", "C", "C", "C", "O", "P", "S", "S", "O", "C", "C", "C", "H", "H", "H", "H", "H", "H", "H", "H", "H", "H", "H", "H", "H", "H"], "positions_angstrom": [[0.06, -0.19, -0.02], [-0.35, 1.18, 2.07], [-0.38, 2.85, 1.66], [-0.60, 3.82, 2.68], [-0.64, 5.15, 2.37], [-0.46, 5.56, 1.04], [-0.25, 4.56, 0.11], [-0.21, 3.25, 0.38], [-0.74, 3.47, 3.69], [-0.81, 5.89, 3.15], [-0.49, 6.60, 0.74], [-0.11, 4.81, -0.94], [1.89, -0.04, -3.10], [2.76, -0.93, -2.21], [4.23, -0.71, -2.54], [2.14, -0.77, -0.43], [3.29, 0.42, 0.45], [3.11, 1.82, -0.15], [4.76, 0.10, 0.71], [2.67, -2.41, 0.32], [3.94, -3.10, -0.19], [1.50, -3.39, 0.21], [2.12, -0.22, -4.16], [2.08, 1.02, -2.89], [0.83, -0.22, -2.92], [2.50, -1.97, -2.45], [4.53, 0.32, -2.34], [4.41, -0.90, -3.60], [4.90, -1.36, -1.97], [2.78, 0.44, 1.42], [3.59, 1.91, -1.12], [3.56, 2.57, 0.51], [2.05, 2.06, -0.25], [5.35, 0.05, -0.21], [4.89, -0.84, 1.24], [5.20, 0.89, 1.33], [2.80, -2.16, 1.37], [3.83, -3.36, -1.25], [4.11, -4.03, 0.35], [4.83, -2.48, -0.09], [1.34, -3.69, -0.83], [0.57, -2.92, 0.55], [1.69, -4.30, 0.80], [-2.92, -3.68, 0.40], [-3.58, -2.49, 1.08], [-2.64, -1.79, 2.05], [-4.14, -1.50, 0.20], [-3.76, -1.22, -1.36], [-4.69, -2.51, -2.54], [-1.79, -1.02, -1.61], [-4.57, 0.17, -1.53], [-4.60, 1.32, -0.67], [-5.71, 1.14, 0.36], [-3.28, 1.68, -0.02], [-2.67, -4.42, 1.16], [-2.00, -3.37, -0.11], [-3.59, -4.12, -0.34], [-4.45, -2.87, 1.63], [-1.84, -1.30, 1.50], [-2.21, -2.51, 2.75], [-3.16, -1.02, 2.62], [-4.89, 2.13, -1.34], [-5.45, 0.35, 1.06], [-6.65, 0.87, -0.14], [-5.86, 2.08, 0.91], [-2.96, 0.92, 0.70], [-3.39, 2.63, 0.51], [-2.48, 1.78, -0.75]], "mulliken_charge": [-0.5174, -0.4973, 0.3818, -0.7729, -0.1647, -0.5674, -0.4018, -0.2213, 0.3571, 0.3157, 0.3772, 0.3416, -1.3334, 0.6391, -1.6105, 0.9517, 0.8123, -1.4885, -1.5293, 0.5075, -1.6573, -1.2963, 0.4555, 0.2221, 0.1459, 0.4513, 0.2351, 0.4728, 0.2375, 0.2231, 0.1508, 0.4915, 0.1298, 0.1734, 0.3159, 0.4828, 0.4157, 0.2682, 0.4611, 0.2798, 0.2965, 0.0729, 0.4974, -1.4135, 0.4476, -0.3905, -0.2759, 0.5529, -0.6394, -0.4958, -0.4370, 0.4966, -1.3158, -0.9858, 0.4905, 0.1883, 0.3255, 0.0831, -0.4391, 0.4845, 0.2904, 0.3399, 0.1325, 0.3363, 0.4532, -0.1115, 0.4837, 0.2940], "energy_ev": -81526.100, "charge": -2}